Record 1
C28H78F18N6O6P3 | ωB97M-V with the def2-TZVPD basis set

ORCA input file:
```
! wB97M-V def2-TZVPD RIJCOSX def2/J DEFGRID3
* xyz 3 1
P 5.72 -1.79 2.63
P -4.51 2.87 -0.47
P 3.81 2.28 -2.27
F 5.01 2.31 -3.36
F 3.13 3.60 -2.99
F 5.40 -0.20 2.40
F 4.68 3.32 -1.40
F 4.54 -2.17 1.55
F -3.97 3.12 1.03
F -3.31 1.87 -0.88
F -5.17 2.62 -1.94
F -5.41 1.58 0.01
F 6.88 -1.48 3.67
F 6.80 -1.86 1.45
F 4.61 -1.67 3.83
F -5.70 3.94 -0.19
F 4.50 1.02 -1.50
F 3.04 1.28 -3.32
F 5.78 -3.42 2.84
F 2.61 2.30 -1.17
F -3.64 4.12 -1.05
O 4.09 -2.80 -5.66
O 0.17 6.73 1.01
O -4.26 -0.50 -1.32
O 1.74 -3.72 0.80
O -0.60 2.59 -1.84
O 2.42 0.15 2.23
N -2.29 5.95 2.39
N -0.40 0.52 1.27
N 2.82 -5.53 3.05
N 4.63 -2.40 -2.74
N -2.25 3.05 -3.40
N -6.45 -2.02 0.00
C -0.88 2.57 -2.99
C -6.46 -2.92 -1.22
C -1.53 4.69 2.08
C -6.50 -0.54 -0.39
C -0.32 1.94 0.85
C -5.28 -2.42 0.83
C -3.77 5.74 2.65
C 3.36 -5.37 1.63
C 5.64 -2.17 -1.60
C 2.33 -5.01 0.58
C -1.76 6.57 3.66
C 4.04 -5.81 3.89
C 0.03 1.99 -4.04
C 2.09 0.28 0.86
C 4.17 -1.51 -5.07
C 5.01 -1.41 -3.81
C -5.64 -0.10 -1.57
C 3.24 -2.28 -2.25
C -2.24 6.88 1.21
C -1.78 0.05 0.88
C -3.03 1.85 -3.95
C -0.94 7.60 1.00
C 0.73 -0.31 0.63
C -7.72 -2.31 0.84
C 1.84 -6.65 3.23
C 2.28 -4.24 3.62
C 4.90 -3.87 -3.13
C -0.38 0.43 2.81
H -2.75 0.91 -3.51
H -0.68 6.40 3.74
H 3.75 -6.36 4.79
H 2.99 -3.04 -1.51
H 1.51 -5.74 0.60
H 3.83 -6.31 1.36
H 6.06 -1.60 -4.02
H -1.83 3.84 2.70
H 0.85 -6.49 2.82
H -0.83 8.33 1.83
H 2.54 -2.47 -3.06
H -1.28 0.98 3.09
H 0.57 0.88 3.09
H -7.54 -0.25 -0.56
H 3.90 -4.26 -3.31
H 3.37 0.02 2.27
H -0.91 8.29 0.15
H 4.53 -2.78 -6.51
H 2.41 -7.51 2.90
H -5.63 0.99 -1.54
H -4.36 5.47 1.78
H -6.51 -3.93 -0.82
H -3.87 -0.55 -2.20
H -2.79 3.45 -2.62
H 5.36 -2.74 -0.72
H 5.36 -4.42 -2.31
H -4.09 6.71 3.02
H -3.02 7.64 1.20
H -4.39 -2.22 0.23
H -1.78 -0.07 -0.20
H -1.94 4.38 1.12
H 3.06 -3.51 3.43
H 1.46 -3.84 3.03
H 2.34 1.23 0.40
H 5.60 -1.09 -1.53
H 1.66 -6.76 4.30
H -8.18 -1.35 1.06
H 0.93 2.56 -3.80
H 3.09 -1.28 -1.85
H 0.78 -3.74 0.87
H -6.23 -0.04 0.53
H -0.18 2.26 -5.07
H -0.45 4.82 2.08
H -8.41 -2.91 0.26
H 2.73 -5.10 -0.43
H -0.91 2.67 1.41
H 4.77 -0.46 -3.33
H 4.69 -0.89 -5.81
H -2.55 6.30 0.34
H 1.96 -4.45 4.64
H -1.94 -0.95 1.28
H -4.05 2.20 -3.85
H -1.94 7.64 3.63
H -3.99 4.99 3.40
H -5.89 -0.53 -2.54
H -2.93 1.80 -5.04
H -2.14 6.07 4.55
H -0.39 2.04 -0.23
H 6.67 -2.42 -1.87
H -7.39 -2.67 -1.73
H 0.14 0.91 -4.03
H -0.40 -0.63 3.04
H 3.24 -0.95 -4.97
H 4.60 -4.96 4.26
H 1.00 7.23 1.05
H 0.69 2.31 1.07
H 4.71 -6.48 3.35
H -5.27 -3.48 1.05
H 2.70 -0.50 0.36
H -5.23 -1.84 1.75
H -2.34 3.83 -4.06
H 5.54 -3.84 -4.00
H 0.46 -0.15 -0.42
H 4.21 -4.67 1.69
H -2.60 0.69 1.18
H -5.56 -2.70 -1.79
H -7.35 -2.87 1.68
H 0.64 -1.33 0.97
*
```

Values from the calculation:
- HOMO level: -15.97 eV

Here are the Löwdin charges for atoms 1 to 4, given in e: 0.191, 0.242, 0.200, -0.157

***

Record 2
C23H48F6N4O8S3ScSi | ωB97M-V with the def2-TZVPD basis set

ORCA input file:
```
! wB97M-V def2-TZVPD RIJCOSX def2/J DEFGRID3
* xyz 1 1
Sc 1.23 0.35 -0.11
S -1.05 0.82 -1.22
S 4.13 0.22 0.16
S 5.01 -0.01 2.92
Si -1.86 -0.36 0.26
F 6.01 -2.36 2.00
F 5.99 1.47 -1.17
F 4.59 0.39 -2.42
F 3.92 -2.39 2.59
F 5.49 -2.31 4.09
F 6.08 -0.69 -1.29
O -3.04 0.21 1.21
O 3.22 1.39 0.07
O 3.25 -0.94 -0.10
O -0.42 -0.61 1.13
O 1.92 -0.40 2.02
O 0.86 2.24 0.91
O -2.28 -1.89 -0.15
O 6.26 0.45 3.49
N 0.62 -1.26 -3.16
N 5.13 0.16 1.26
N 1.77 0.52 -2.20
N 1.14 0.60 -4.44
C -3.47 1.53 1.63
C 1.20 -0.11 -5.72
C 0.95 -2.11 -2.03
C 0.27 -2.86 1.68
C 1.40 2.03 -4.52
C -4.40 -2.73 0.65
C -3.55 -2.42 -0.58
C -4.07 2.27 0.45
C 0.86 3.39 0.01
C 1.68 4.45 0.72
C 1.37 4.15 2.19
C 0.93 -0.81 2.98
C -4.26 -1.41 -1.49
C 5.28 0.35 -1.28
C -4.52 1.28 2.71
C -0.18 -1.52 2.24
C 1.19 -0.03 -3.25
C 1.37 2.64 2.22
C -0.65 -1.56 -3.80
C -1.40 -1.67 3.13
C 5.16 -1.89 2.89
C -2.28 2.28 2.21
C -3.23 -3.69 -1.34
H 0.30 -1.91 -1.17
H -0.98 -0.72 -4.40
H 2.36 2.22 2.34
H -4.15 -4.18 -1.68
H 2.44 1.22 -2.48
H -1.40 -1.73 -3.02
H -3.88 -3.46 1.28
H -4.10 0.72 3.54
H 2.11 4.56 2.87
H -4.43 3.25 0.76
H 1.40 5.45 0.42
H -2.59 3.27 2.55
H -4.58 -1.83 1.23
H -4.50 -0.50 -0.94
H -2.21 -2.16 2.59
H 2.00 -2.01 -1.77
H 2.49 -1.17 1.85
H -1.50 2.40 1.45
H 1.28 3.08 -0.95
H 0.95 2.53 -3.66
H 0.94 2.42 -5.42
H 0.69 2.22 2.96
H -2.62 -3.48 -2.22
H 0.54 0.10 3.44
H -3.32 2.40 -0.34
H -0.57 -2.45 -4.42
H -0.18 3.68 -0.14
H -5.36 0.72 2.29
H 0.50 -3.55 2.49
H 0.30 0.06 -6.31
H -1.14 -2.27 4.00
H 2.47 2.26 -4.56
H -4.91 1.71 0.04
H -3.63 -1.15 -2.34
H 1.17 -2.76 1.06
H 1.39 -1.43 3.75
H 2.07 0.24 -6.28
H -0.52 -3.29 1.07
H -1.75 -0.70 3.47
H -1.86 1.74 3.06
H 0.76 -3.15 -2.31
H 2.74 4.30 0.52
H 0.39 4.54 2.46
H -2.68 -4.39 -0.70
H -4.90 2.23 3.09
H 1.32 -1.18 -5.55
H -5.36 -3.16 0.35
H -5.19 -1.84 -1.86
*
```

Values from the calculation:
- HOMO level: -11.53 eV
- ΔE to the lowest compared entry with this formula, charge and spin: 23.8 kcal per mole

Here are the Löwdin charges for atoms 1 to 4, given in e: 0.932, 0.548, 0.626, 0.955

***

Record 3
C5H9NOS2 | ωB97M-V with the def2-TZVPD basis set

ORCA input file:
```
! wB97M-V def2-TZVPD RIJCOSX def2/J DEFGRID3
* xyz 0 1
S -2.29 -1.22 0.74
S -3.06 -0.19 -0.90
O -2.59 1.29 -0.57
N -0.78 -1.87 0.30
C 0.85 -0.49 -0.93
C 0.24 -0.85 0.42
C 1.67 0.66 -0.43
C -0.07 0.51 0.96
C 0.89 1.36 0.58
H -1.90 1.73 -1.07
H 0.98 -1.26 1.09
H 2.22 1.29 -1.10
H -0.49 -2.61 0.90
H 1.48 -1.31 -1.30
H 1.17 2.39 0.83
H -0.09 -0.23 -1.48
H 2.46 0.12 0.17
H -0.68 0.70 1.78
*
```

Values from the calculation:
- HOMO level: -8.71 eV
- ΔE to the lowest compared entry with this formula, charge and spin: 30.1 kcal per mole
- SMILES: OSSN[C@@H]1C=CCC1

Here are the natural (NBO) charges for atoms 1 to 4, given in e: 0.241, 0.420, -0.884, -0.773

***

Record 4
C20H74ClN24O25 | ωB97M-V with the def2-TZVPD basis set

ORCA input file:
```
! wB97M-V def2-TZVPD RIJCOSX def2/J DEFGRID3
* xyz -1 1
Cl -0.74 -0.59 -0.03
O 3.64 -1.17 0.89
O 2.31 -4.65 0.32
O -0.51 -2.89 3.98
O 5.17 -6.83 -2.91
O -2.75 5.00 -0.26
O 1.84 4.55 -1.57
O -1.18 3.98 2.01
O 1.83 -2.99 -1.70
O -1.92 -0.70 -0.88
O 1.13 6.69 4.28
O -0.80 0.66 0.70
O 4.80 -3.59 1.43
O -4.33 -7.32 3.32
O -1.54 5.48 -4.72
O -3.35 2.52 2.30
O 5.00 0.43 -3.94
O -0.78 -5.32 2.36
O 1.74 1.21 -4.66
O -0.73 -1.72 0.78
O 0.41 3.59 4.13
O 0.43 -2.48 -4.54
O -6.44 0.04 -0.45
O 0.38 -0.57 -0.95
O -2.81 0.78 6.41
O -2.08 1.87 -5.01
N -3.94 0.81 0.94
N -0.69 1.71 6.36
N -2.55 4.37 -3.10
N -1.36 -1.70 5.69
N 3.36 -0.30 -2.57
N 3.18 -6.43 -1.89
N -2.26 2.71 5.11
N -2.43 6.63 -2.96
N 0.89 2.54 -1.65
N 3.31 2.86 -4.47
N -7.14 -0.89 -2.40
N 5.58 -0.23 -1.81
N 2.20 -0.98 2.58
N -0.76 0.37 -6.02
N 2.56 0.82 1.11
N -1.89 -1.24 3.52
N -1.21 0.21 -3.77
N -2.09 -7.96 3.18
N -2.66 -6.08 4.41
N -4.79 -0.46 -1.86
N -5.48 2.45 1.61
N 1.15 3.45 -4.71
N 3.20 2.90 -1.10
N 4.97 -5.01 -1.58
C 1.46 4.37 3.58
C -1.25 -2.07 4.43
C 3.84 -4.37 2.10
C 0.84 -3.75 -3.91
C -4.17 1.91 1.57
C 2.05 -3.54 -2.99
C 4.70 -0.06 -2.86
C -3.16 -7.11 3.65
C 4.52 -6.18 -2.13
C -1.31 0.92 -4.89
C 1.95 3.32 -1.42
C 2.83 -0.49 1.48
C 2.04 2.40 -4.62
C -1.34 4.90 -0.12
C 2.42 -4.14 1.55
C -6.11 -0.42 -1.50
C 1.11 5.82 3.19
C -2.02 1.63 5.99
C -2.10 5.51 -3.67
C -0.95 3.68 0.64
H -2.39 -8.51 2.37
H 4.41 -2.66 1.33
H 6.50 0.22 -1.80
H -1.53 2.90 0.23
H -3.13 4.30 -2.30
H 0.08 3.39 0.46
H 0.15 3.23 -4.67
H 1.91 6.08 2.44
H -4.64 -0.62 -2.85
H 3.45 1.99 -1.56
H -0.58 1.15 -6.67
H 2.82 -6.08 -0.99
H 1.25 -0.68 2.83
H 1.82 3.87 2.69
H -0.10 -2.68 -5.26
H 0.02 -4.13 -3.26
H 1.09 -4.57 -4.65
H 3.17 1.16 0.41
H 1.63 1.18 1.26
H -5.44 3.33 2.05
H 0.47 6.39 4.97
H -0.79 -2.11 6.42
H -1.36 -7.34 2.84
H 2.88 -0.33 -3.41
H 0.90 1.58 -1.39
H -2.54 6.51 -1.98
H -0.95 5.80 0.30
H 0.09 -0.13 -5.81
H 0.13 2.94 -2.14
H 3.56 3.69 -4.91
H -1.83 0.30 -2.99
H -4.07 0.18 -1.53
H -0.99 4.85 -1.18
H 4.03 2.10 -4.49
H -0.74 -5.04 1.43
H 2.17 -3.08 1.49
H 3.80 3.67 -1.26
H 2.12 -3.98 -0.34
H 2.95 -7.41 -2.12
H -2.02 -0.96 5.95
H -2.73 -0.81 3.85
H -0.73 -4.50 2.90
H 4.48 -4.61 -0.81
H 0.18 5.97 2.61
H 4.04 -5.47 1.92
H 1.03 -2.49 -1.59
H 2.62 -4.47 -2.94
H 3.16 -1.02 -1.88
H 5.20 -0.52 -0.94
H -1.90 7.46 -3.25
H -1.43 2.82 4.57
H -0.32 0.76 6.58
H 1.65 -4.57 2.24
H -1.64 -6.02 4.51
H -4.69 0.40 0.47
H 0.02 2.21 5.78
H 5.95 -5.12 -1.51
H 3.73 -4.22 3.17
H -0.50 -0.47 -3.61
H -2.60 3.54 -3.63
H -3.03 0.38 1.09
H 2.63 -2.76 -3.53
H -3.23 -5.28 4.57
H -1.91 3.39 2.25
H 2.29 4.31 4.27
H 2.31 -1.97 2.63
H -0.15 3.58 3.33
H 1.37 4.40 -4.74
H -6.85 -1.48 -3.12
H -3.12 2.61 4.63
H -6.14 2.28 0.90
H -1.98 -1.71 2.64
H -7.99 -1.05 -1.86
H -3.23 5.10 0.60
*
```

Values from the calculation:
- HOMO level: -7.70 eV

Here are the Löwdin charges for atoms 1 to 4, given in e: 0.643, 0.014, -0.072, 0.030

***

Record 5
C24H20F32N3O4S | ωB97M-V with the def2-TZVPD basis set

ORCA input file:
```
! wB97M-V def2-TZVPD RIJCOSX def2/J DEFGRID3
* xyz 1 1
S -3.64 3.43 2.85
F 6.94 -0.74 6.90
F -2.55 -2.61 -2.59
F -3.82 6.89 -1.73
F -5.96 6.13 -3.47
F 5.50 -0.37 4.59
F -5.40 -5.74 -3.87
F 9.78 -2.00 4.49
F 3.35 2.18 -1.23
F 7.08 -1.85 4.38
F 1.04 -2.51 0.80
F 3.11 -0.23 2.59
F -6.41 7.72 -2.08
F -5.10 6.42 -0.05
F -3.55 4.67 -5.87
F -3.51 -6.36 -1.75
F -3.33 -4.44 -3.44
F 9.73 0.84 3.88
F 2.89 1.78 0.85
F 3.05 -1.95 0.26
F 10.39 0.34 1.89
F -3.55 6.23 -4.36
F -5.02 3.84 -3.67
F 5.57 1.58 0.27
F -4.96 -2.02 -1.45
F -3.17 2.75 -3.84
F -6.75 -7.14 -2.95
F 2.82 -2.35 2.99
F -4.09 -8.03 -3.02
F -4.15 -3.90 -0.75
F 11.68 -1.13 3.91
F 4.77 -0.37 0.77
F 8.77 -0.14 5.92
O 8.41 -0.41 2.53
O -3.32 4.29 -2.27
O 1.42 -0.39 0.27
O -6.20 -5.35 -1.79
N -1.93 -1.01 0.75
N -3.79 0.38 0.95
N -4.87 1.12 1.49
C -4.37 4.63 -1.35
C 9.73 -0.15 2.96
C -6.04 -3.97 -2.17
C -2.91 -0.49 1.66
C -6.11 6.40 -2.16
C -3.49 0.48 -0.46
C -4.26 2.04 2.23
C -3.69 3.98 -3.60
C 1.97 -1.52 0.93
C 7.43 -0.02 5.86
C -5.71 -6.32 -2.69
C 3.30 1.19 -0.30
C -3.69 -3.23 -2.99
C -3.13 4.98 -4.62
C -4.69 -3.30 -1.84
C -4.56 -7.14 -2.11
C 2.25 -1.26 2.41
C 2.23 0.19 -0.76
C 10.44 -1.42 3.46
C 4.71 0.61 -0.15
C 6.86 -0.53 4.54
C -2.24 -0.43 -0.55
C -4.84 6.10 -1.35
C 7.34 0.21 3.27
H -4.00 1.07 -1.29
H 10.52 -2.16 2.66
H 1.33 -1.03 2.95
H 7.54 1.27 3.45
H -6.96 5.83 -1.78
H -6.79 -3.45 -1.56
H 6.50 0.21 2.57
H -3.93 4.45 -0.37
H -6.35 -3.79 -3.20
H 5.08 0.23 -1.10
H -5.20 3.92 -1.41
H -4.88 -7.69 -1.22
H 2.63 -0.57 -1.44
H 1.52 0.76 -1.37
H -1.15 -1.66 0.91
H 7.17 1.03 6.03
H -2.04 4.98 -4.60
H -4.09 -2.65 -3.83
H -1.67 -0.59 -1.52
H -2.95 -0.74 2.76
*
```

Values from the calculation:
- HOMO level: -12.94 eV

Here are the Löwdin charges for atoms 1 to 4, given in e: 0.823, 0.092, 0.067, 0.137